Entry i
{
  "formula": "C10H13O2",
  "method": "ωB97M-V/def2-TZVPD",
  "total_charge": -1,
  "lumo_energy_ha": 0.1210,
  "elements": ["C", "C", "C", "O", "O", "H", "H", "H", "H", "H", "C", "C", "C", "C", "C", "C", "C", "H", "H", "H", "H", "H", "H", "H", "H"],
  "coordinates": [[-2.100, -1.270, -0.328], [-3.599, -1.440, -0.493], [-1.246, -2.641, 0.079], [-0.400, -2.465, 0.977], [-1.634, -3.634, -0.537], [-1.554, -0.705, -1.089], [-1.874, -0.662, 0.545], [-3.821, -2.435, -0.063], [-3.813, -1.611, -1.554], [-4.196, -0.659, -0.032], [0.844, 1.334, -1.875], [1.033, 0.147, 0.332], [1.401, 1.201, -0.488], [1.609, 0.023, 1.595], [2.181, 1.157, 2.179], [2.371, 2.104, -0.047], [2.599, 2.179, 1.323], [0.474, -0.688, -0.082], [1.321, -0.866, 2.161], [0.563, 0.385, -2.325], [1.450, 1.868, -2.618], [2.614, 0.941, 3.160], [2.769, 2.838, -0.734], [3.127, 3.035, 1.724], [-0.120, 1.863, -1.810]],
  "nbo_charge": [-0.56, -0.63, 0.80, -0.80, -0.77, 0.18, 0.19, 0.22, 0.19, 0.19, -0.63, -0.20, -0.02, -0.18, -0.26, -0.23, -0.22, 0.26, 0.24, 0.22, 0.20, 0.20, 0.20, 0.19, 0.22]
}


Entry ii
{
  "formula": "C10H13O2",
  "method": "ωB97M-V/def2-TZVPD",
  "total_charge": -1,
  "lumo_energy_ha": 0.1214,
  "elements": ["C", "C", "O", "O", "H", "H", "H", "C", "C", "C", "C", "C", "C", "C", "C", "H", "H", "H", "H", "H", "H", "H", "H", "H", "H"],
  "coordinates": [[2.750, 1.819, -0.023], [2.759, 1.361, 1.523], [1.883, 0.644, 2.074], [3.766, 1.693, 2.057], [3.586, 1.512, -0.576], [2.582, 2.835, -0.106], [1.723, 1.419, -0.332], [-1.023, -0.595, 1.482], [-1.514, 0.937, 1.607], [-0.926, -0.975, 0.041], [0.033, -0.328, -0.736], [-1.849, -1.875, -0.488], [-0.100, -0.421, -2.145], [-1.809, -2.080, -1.837], [-0.944, -1.356, -2.653], [-0.157, -0.737, 2.101], [-1.666, -1.300, 1.984], [-2.201, 0.913, 2.321], [0.916, 0.085, -0.308], [-2.468, -2.432, 0.119], [0.596, 0.284, -2.857], [-2.260, -2.871, -2.380], [-0.855, -1.586, -3.694], [-2.096, 1.342, 0.767], [-0.727, 1.710, 2.059]],
  "nbo_charge": [-0.74, 0.78, -0.83, -0.76, 0.20, 0.19, 0.18, -0.43, -0.60, 0.02, -0.21, -0.23, -0.19, -0.22, -0.26, 0.27, 0.18, 0.18, 0.25, 0.20, 0.21, 0.19, 0.20, 0.20, 0.24]
}


Entry iii
{
  "formula": "C10H13O2",
  "method": "ωB97M-V/def2-TZVPD",
  "total_charge": -1,
  "lumo_energy_ha": 0.1193,
  "elements": ["C", "C", "C", "O", "O", "H", "H", "H", "H", "H", "C", "C", "C", "C", "C", "C", "C", "H", "H", "H", "H", "H", "H", "H", "H"],
  "coordinates": [[1.229, 2.231, 0.347], [1.125, 1.919, 1.847], [2.622, 1.757, -0.258], [2.893, 0.535, -0.249], [3.288, 2.701, -0.726], [0.424, 1.763, -0.247], [1.172, 3.296, 0.186], [1.565, 0.934, 2.027], [0.116, 1.945, 2.268], [1.610, 2.734, 2.405], [-1.715, -1.207, -2.586], [0.453, -1.168, 0.409], [0.073, -1.353, -0.892], [-0.461, -1.316, 1.463], [-1.318, -1.335, -1.163], [-1.815, -1.474, 1.216], [-2.219, -1.407, -0.124], [1.444, -0.837, 0.744], [0.852, -1.454, -1.631], [0.022, -1.398, 2.433], [-2.539, -1.767, 1.976], [-1.264, -1.931, -3.284], [-1.488, -0.273, -3.084], [-3.286, -1.479, -0.353], [-2.782, -1.414, -2.728]],
  "nbo_charge": [-0.52, -0.61, 0.77, -0.81, -0.78, 0.19, 0.20, 0.21, 0.18, 0.19, -0.62, -0.19, -0.20, -0.23, -0.04, -0.23, -0.23, 0.27, 0.23, 0.21, 0.20, 0.21, 0.22, 0.19, 0.20]
}


entry iii has the most favorable energy; the next structure is 29.3 kJ/mol above.


Entry i
{
  "formula": "C10H13O2",
  "method": "ωB97M-V/def2-TZVPD",
  "total_charge": -1,
  "lumo_energy_ha": 0.1259,
  "elements": ["C", "C", "C", "O", "O", "H", "H", "H", "H", "H", "C", "C", "C", "C", "C", "C", "C", "H", "H", "H", "H", "H", "H", "H", "H"],
  "coordinates": [[-0.450, -1.621, -0.645], [0.479, -1.710, -1.761], [-1.879, -1.148, -1.494], [-2.678, -0.662, -0.704], [-1.991, -1.694, -2.549], [-0.594, -2.587, -0.354], [-0.342, -0.973, 0.260], [1.467, -2.065, -1.454], [0.676, -0.801, -2.341], [0.050, -2.211, -2.681], [-0.558, 1.698, -0.711], [1.954, 0.636, 2.622], [0.776, 1.404, 2.864], [2.369, 0.241, 1.301], [0.157, 1.689, 1.711], [1.779, 0.653, 0.083], [0.521, 1.150, 0.387], [2.431, 0.129, 3.478], [0.410, 1.556, 3.823], [3.266, -0.226, 1.284], [-0.817, 2.209, 1.708], [2.299, 0.490, -0.827], [-0.002, 1.911, -1.697], [-1.116, 2.627, -0.574], [-1.274, 0.848, -0.748]],
  "nbo_charge": [-0.58, -0.64, 0.80, -0.79, -0.75, 0.19, 0.20, 0.16, 0.18, 0.26, -0.68, -0.24, -0.24, -0.20, -0.21, -0.24, 0.05, 0.19, 0.21, 0.18, 0.20, 0.23, 0.19, 0.20, 0.29]
}


Entry ii
{
  "formula": "C10H13O2",
  "method": "ωB97M-V/def2-TZVPD",
  "total_charge": -1,
  "lumo_energy_ha": 0.1146,
  "elements": ["C", "C", "C", "O", "O", "H", "H", "H", "H", "H", "C", "C", "C", "C", "C", "C", "C", "H", "H", "H", "H", "H", "H", "H", "H"],
  "coordinates": [[-0.836, 1.783, -2.081], [0.000, 2.273, -0.887], [-2.359, 1.817, -1.718], [-2.568, 1.962, -0.464], [-3.306, 1.700, -2.521], [-0.718, 2.418, -2.987], [-0.627, 0.727, -2.317], [1.038, 2.090, -1.227], [-0.332, 1.758, 0.000], [-0.059, 3.346, -0.709], [2.310, 0.738, 1.156], [1.461, -2.788, 0.083], [0.622, -3.228, 1.096], [1.995, -1.516, 0.198], [1.630, -0.613, 1.167], [0.298, -2.391, 2.161], [0.892, -1.119, 2.241], [1.726, -3.493, -0.682], [0.162, -4.207, 0.995], [2.865, -1.377, -0.434], [-0.393, -2.676, 2.947], [1.683, 1.221, 0.371], [3.375, 0.715, 0.932], [0.696, -0.505, 3.110], [2.199, 1.378, 2.035]],
  "nbo_charge": [-0.52, -0.61, 0.75, -0.82, -0.78, 0.19, 0.20, 0.16, 0.24, 0.20, -0.66, -0.21, -0.23, -0.21, -0.01, -0.21, -0.19, 0.20, 0.20, 0.20, 0.21, 0.27, 0.21, 0.20, 0.21]
}


entry ii has the most favorable energy; the next structure is 210.9 kJ/mol above.


Entry i
{
  "formula": "C3H2O4",
  "method": "ωB97M-V/def2-TZVPD",
  "total_charge": 0,
  "lumo_energy_ha": 0.0147,
  "elements": ["O", "C", "O", "C", "C", "O", "O", "H", "H"],
  "coordinates": [[2.567, -0.691, -0.181], [1.386, -0.354, 0.057], [1.107, 0.859, -0.089], [-0.245, 1.083, -0.087], [-0.686, -0.149, 0.053], [-1.976, -0.539, -0.196], [0.234, -1.052, 0.160], [-0.413, 2.229, 0.419], [-1.974, -1.387, -0.136]],
  "nbo_charge": [-0.60, 0.93, -0.43, -0.09, 0.51, -0.61, -0.44, 0.26, 0.47]
}


Entry ii
{
  "formula": "C3H2O4",
  "method": "ωB97M-V/def2-TZVPD",
  "total_charge": 0,
  "lumo_energy_ha": -0.0004,
  "elements": ["O", "C", "C", "O", "H", "H", "O", "C", "O"],
  "coordinates": [[-1.816, 1.805, 0.220], [-1.171, 0.838, 0.137], [-0.405, -0.204, 0.257], [-0.340, -1.269, -0.621], [0.520, -0.196, 0.983], [0.327, -1.057, -1.278], [1.309, 1.572, -1.260], [2.337, 1.507, -0.723], [3.290, 1.350, -0.088]],
  "nbo_charge": [-0.43, 0.66, -0.22, -0.68, 0.21, 0.47, -0.52, 1.02, -0.50]
}


entry ii has the most favorable energy; the next structure is 162.6 kJ/mol above.


Entry i
{
  "formula": "C5H5NO2S",
  "method": "ωB97M-V/def2-TZVPD",
  "total_charge": 0,
  "lumo_energy_ha": 0.0087,
  "elements": ["C", "C", "C", "C", "C", "N", "O", "O", "S", "H", "H", "H", "H", "H"],
  "coordinates": [[-0.867, -0.098, 0.171], [-0.036, 0.924, -0.028], [-0.252, -1.341, 0.475], [1.457, 1.118, -0.145], [2.437, 0.410, 0.285], [-0.147, -2.369, -0.289], [2.728, -0.814, 0.668], [4.730, -0.161, -0.804], [4.136, 0.055, 0.495], [-1.830, 0.192, 0.402], [-0.638, 1.819, -0.050], [-0.043, -1.559, 1.518], [1.771, 2.166, -0.165], [-0.421, -2.203, -1.238]],
  "nbo_charge": [-0.28, -0.16, 0.08, -0.35, 0.12, -0.57, -0.59, -0.88, 1.45, 0.23, 0.20, 0.18, 0.24, 0.33]
}


Entry ii
{
  "formula": "C5H5NO2S",
  "method": "ωB97M-V/def2-TZVPD",
  "total_charge": 0,
  "lumo_energy_ha": 0.0182,
  "elements": ["O", "C", "S", "C", "C", "C", "N", "C", "O", "H", "H", "H", "H", "H"],
  "coordinates": [[-2.460, 1.051, 0.717], [-1.672, 0.185, 0.425], [-2.285, -1.027, -0.766], [-0.174, 0.079, 0.789], [0.545, 1.189, 0.165], [1.662, 0.698, -0.313], [1.701, -0.656, -0.429], [0.637, -1.120, 0.122], [0.274, -2.397, 0.310], [-3.357, -0.387, -0.846], [0.194, 0.018, 1.821], [0.330, 2.214, 0.128], [2.454, 1.269, -0.796], [0.941, -2.952, -0.107]],
  "nbo_charge": [-0.54, 0.47, -0.01, -0.45, -0.25, -0.01, -0.52, 0.59, -0.65, 0.12, 0.29, 0.24, 0.21, 0.50]
}


entry ii has the most favorable energy; the next structure is 315.6 kJ/mol above.


Entry i
{
  "formula": "C20H26N4O4",
  "method": "ωB97M-V/def2-TZVPD",
  "total_charge": 0,
  "lumo_energy_ha": 0.0043,
  "elements": ["C", "O", "C", "C", "C", "C", "C", "C", "C", "C", "C", "O", "N", "C", "C", "O", "N", "C", "C", "C", "O", "C", "C", "C", "N", "C", "C", "N", "H", "H", "H", "H", "H", "H", "H", "H", "H", "H", "H", "H", "H", "H", "H", "H", "H", "H", "H", "H", "H", "H", "H", "H", "H", "H"],
  "coordinates": [[-6.317, -0.934, -1.043], [-5.924, -0.053, -0.018], [-4.645, 0.411, -0.020], [-4.337, 1.294, 1.035], [-3.093, 1.855, 1.181], [-2.111, 1.533, 0.246], [-2.410, 0.643, -0.817], [-3.682, 0.080, -0.951], [-1.235, 0.494, -1.593], [-0.272, 1.271, -1.008], [1.116, 1.456, -1.375], [1.675, 0.861, -2.291], [1.780, 2.362, -0.592], [3.168, 2.693, -0.848], [4.120, 1.651, -0.227], [4.848, 1.912, 0.705], [4.054, 0.457, -0.841], [4.731, -0.708, -0.317], [3.886, -1.445, 0.725], [2.588, -2.004, 0.146], [1.923, -2.682, 1.192], [0.609, -3.149, 0.936], [-0.399, -2.011, 0.745], [0.537, -4.138, -0.230], [1.232, 2.987, 0.468], [0.021, 2.777, 0.820], [-0.480, 3.505, 2.018], [-0.794, 1.917, 0.115], [-7.363, -1.166, -0.848], [-6.227, -0.467, -2.029], [-5.731, -1.858, -1.024], [-5.124, 1.518, 1.737], [-2.910, 2.522, 2.005], [-3.874, -0.592, -1.771], [-1.106, -0.103, -2.473], [3.322, 2.732, -1.929], [3.363, 3.662, -0.389], [3.369, 0.331, -1.579], [4.973, -1.370, -1.152], [5.654, -0.364, 0.154], [4.462, -2.270, 1.143], [3.644, -0.760, 1.539], [2.818, -2.693, -0.680], [1.967, -1.189, -0.249], [0.367, -3.680, 1.865], [-0.277, -1.539, -0.226], [-1.411, -2.401, 0.810], [-0.265, -1.261, 1.522], [-0.435, -4.623, -0.234], [1.308, -4.898, -0.122], [0.673, -3.628, -1.181], [-0.790, 2.803, 2.789], [0.328, 4.120, 2.402], [-1.323, 4.142, 1.755]],
  "nbo_charge": [-0.25, -0.49, 0.31, -0.24, -0.22, 0.17, -0.07, -0.29, -0.23, 0.05, 0.62, -0.65, -0.23, -0.31, 0.66, -0.62, -0.63, -0.22, -0.42, -0.07, -0.54, 0.11, -0.65, -0.64, -0.27, 0.41, -0.65, -0.36, 0.20, 0.18, 0.18, 0.23, 0.22, 0.22, 0.24, 0.23, 0.25, 0.43, 0.19, 0.23, 0.21, 0.22, 0.16, 0.16, 0.18, 0.21, 0.21, 0.21, 0.21, 0.22, 0.20, 0.23, 0.26, 0.23]
}


Entry ii
{
  "formula": "C20H26N4O4",
  "method": "ωB97M-V/def2-TZVPD",
  "total_charge": 0,
  "lumo_energy_ha": 0.0076,
  "elements": ["C", "H", "O", "C", "C", "C", "C", "C", "C", "O", "C", "H", "H", "H", "O", "C", "H", "H", "H", "H", "C", "H", "H", "C", "C", "O", "N", "C", "H", "C", "N", "C", "N", "C", "C", "C", "N", "H", "H", "H", "C", "H", "C", "H", "H", "H", "H", "H", "H", "H", "H", "H", "H", "H"],
  "coordinates": [[-2.719, -2.406, -2.751], [-2.581, -3.431, -3.232], [-2.294, -2.428, -1.498], [-2.352, -1.415, -0.739], [-2.650, -0.286, -1.356], [-2.640, 0.913, -0.327], [-2.338, 0.715, 1.124], [-1.999, -0.398, 1.347], [-2.098, -1.519, 0.537], [-1.648, -2.806, 1.157], [-2.746, -3.559, 1.190], [-3.676, -3.328, 1.624], [-2.223, -4.796, 1.565], [-2.960, -3.954, 0.195], [-1.639, -0.685, 2.632], [-1.611, 0.385, 3.776], [-1.196, -0.174, 4.655], [-0.834, 1.098, 3.405], [-2.404, 1.022, 3.710], [-2.223, 1.763, 1.703], [-2.809, 2.381, -1.021], [-3.566, 2.472, -1.625], [-3.180, 3.153, -0.103], [-1.474, 3.022, -1.212], [-0.431, 3.125, -0.469], [-0.352, 3.875, 0.588], [0.428, 1.719, -0.108], [0.646, 0.944, -1.027], [-0.202, 0.743, -1.687], [2.067, 0.789, -1.501], [3.004, 0.970, -0.548], [3.751, -0.224, -0.348], [4.563, -0.098, 0.908], [5.312, -1.285, 1.098], [5.386, -2.322, 0.280], [4.639, -2.017, -0.804], [3.814, -1.206, -1.272], [4.580, -3.006, -1.298], [6.058, -3.040, 0.494], [5.812, -0.957, 2.119], [2.874, 1.856, 0.606], [3.382, 1.896, 1.488], [1.266, 1.839, 1.023], [1.116, 2.606, 1.654], [1.118, 1.019, 1.493], [3.107, 2.823, -0.081], [2.313, -0.162, -2.139], [2.284, 1.588, -2.139], [0.509, -0.050, -0.524], [-1.169, 2.506, -2.209], [-1.535, 4.067, -1.704], [-2.923, 0.075, -2.289], [-1.852, -1.728, -3.469], [-3.707, -2.080, -2.887]],
  "nbo_charge": [-0.23, 0.21, -0.47, 0.25, -0.36, 0.12, -0.34, 0.32, 0.14, -0.48, -0.21, 0.18, 0.13, 0.16, -0.53, -0.26, 0.23, 0.18, 0.19, 0.25, -0.38, 0.22, 0.20, -0.58, 0.66, -0.59, -0.42, -0.23, 0.24, -0.25, -0.41, 0.57, -0.54, 0.10, -0.40, 0.14, -0.50, 0.16, 0.23, 0.21, -0.20, 0.25, -0.21, 0.23, 0.18, 0.19, 0.26, 0.17, 0.17, 0.23, 0.28, 0.24, 0.14, 0.18]
}


entry i has the most favorable energy; the next structure is 1890.0 kJ/mol above.